Below is 4 unconnected molecules or ions with the total composition C26H47F3N6O3S at a distorted geometry, with properties calculated with ωB97M-V/def2-TZVPD.

Last column: Löwdin charge in e.
Cartesian coordinates (Å):
C1 1.3592 5.5017 1.2640  -0.108
C2 2.2645 4.9008 2.3644  -0.243
C3 3.0020 3.6321 1.8846  -0.206
C4 2.5136 2.3523 2.5794  -0.192
C5 0.9827 2.1916 2.4089  -0.193
C6 0.5595 0.7693 2.0455  -0.169
C7 1.2625 0.1954 0.7897  -0.120
C8 0.3480 -0.3292 -0.3542  -0.225
C9 0.2028 -1.8536 -0.0207  -0.168
C10 -0.2307 -2.2044 1.4180  -0.083
C11 1.0247 -0.4057 -1.8035  -0.393
N1 0.9283 -1.5816 -2.6240  -0.001
C12 2.0134 -2.5627 -2.6632  -0.257
C13 2.4452 -2.8862 -4.1160  -0.083
S1 2.6822 0.4232 -1.9802  0.696
C14 3.2264 0.3219 -3.7034  -0.106
O1 2.5914 1.8298 -1.6887  -0.307
O2 3.6538 -0.1938 -1.1053  -0.317
N2 0.1659 0.5728 -2.5322  0.119
C15 -1.1357 0.2942 -2.1410  -0.434
O3 -2.0505 0.0319 -2.8363  0.156
C16 -1.0244 0.3862 -0.5759  -0.141
C17 -2.2690 -0.2349 0.0757  -0.108
C18 -3.6183 0.3765 -0.3127  -0.174
C19 -4.7039 -0.2091 0.6260  -0.272
N3 -5.8686 0.6901 0.7681  0.001
C20 -1.0518 1.9274 -0.3984  -0.598
F1 -1.6248 2.3226 0.7304  0.166
F2 -1.7746 2.4814 -1.3800  0.161
F3 0.1282 2.4986 -0.4632  0.181
H1 0.3503 5.0925 1.2865  0.059
H2 1.7827 5.3309 0.2764  0.069
H3 1.2511 6.5796 1.3791  0.063
H4 2.9809 5.6822 2.6055  0.094
H5 1.6301 4.7267 3.2326  0.101
H6 4.0538 3.7668 2.1416  0.102
H7 2.9293 3.5558 0.8014  0.099
H8 3.0676 1.4962 2.1958  0.104
H9 2.7540 2.4913 3.6330  0.104
H10 0.5822 2.9595 1.7596  0.073
H11 0.5594 2.3898 3.3963  0.113
H12 -0.5242 0.7124 2.0321  0.092
H13 0.8667 0.1431 2.8864  0.099
H14 1.9411 0.9748 0.4533  0.077
H15 1.9015 -0.6273 1.0895  0.113
H16 -0.4977 -2.3572 -0.6831  0.106
H17 1.2046 -2.2558 -0.1365  0.108
H18 -0.7398 -3.1698 1.4494  0.054
H19 -0.8509 -1.4753 1.9207  0.058
H20 0.6662 -2.3423 2.0128  0.043
H21 0.0177 -2.0094 -2.6700  0.132
H22 2.8533 -2.3582 -2.0057  0.101
H23 1.5999 -3.5116 -2.3042  0.103
H24 3.4781 -3.2171 -4.1782  0.074
H25 2.2418 -2.0490 -4.7725  0.052
H26 1.8011 -3.6857 -4.4758  0.068
H27 3.8846 1.1677 -3.8506  0.073
H28 3.8516 -0.5634 -3.7511  0.056
H29 2.3981 0.2873 -4.3985  0.059
H30 0.3563 0.4782 -3.5234  0.136
H31 -2.3003 -1.2783 -0.2360  0.133
H32 -2.2265 -0.2404 1.1564  0.098
H33 -3.9438 0.1319 -1.3182  0.100
H34 -3.6785 1.4572 -0.1949  0.105
H35 -4.2979 -0.5388 1.5821  0.100
H36 -5.0619 -1.1134 0.1229  0.107
H37 -6.6716 0.1946 0.4019  0.054
H38 -5.7252 1.4612 0.1235  0.040
C21 1.5687 -6.1861 0.6078  -0.061
C22 0.1509 -5.8335 0.5599  -0.279
N4 -0.9540 -5.5519 0.5223  0.141
H39 1.9066 -6.2066 1.6419  0.084
H40 1.7202 -7.1670 0.1621  0.081
H41 2.1507 -5.4493 0.0571  0.072
C23 2.3337 -1.4167 5.5426  -0.058
C24 1.5035 -2.4367 4.9019  -0.274
N5 0.8513 -3.2285 4.4021  0.143
H42 3.3853 -1.6665 5.4190  0.083
H43 2.1418 -0.4462 5.0879  0.069
H44 2.1010 -1.3661 6.6042  0.084
C25 -6.3781 0.8783 -3.8191  -0.066
C26 -6.9112 1.9454 -2.9722  -0.291
N6 -7.3270 2.7770 -2.3161  0.130
H45 -6.7252 1.0121 -4.8414  0.080
H46 -5.2895 0.9049 -3.8047  0.076
H47 -6.7162 -0.0883 -3.4510  0.080

The HOMO energy comes out at -9.12 eV. The calculation puts the total energy at -61792.7983 eV. The value obtained for the lowest unoccupied orbital energy is 0.0120 Ha. As for the SMILES: CCCCCCC[C@]1(CC)[C@](NCC)(S(C)(=O)=O)NC(=O)[C@]1(CCCN)C(F)(F)F.CC#N.CC#N.CC#N. As for the HOMO-LUMO gap: 9.45 eV.

***

Below is a gas-phase ion, C4H10N2 (charge -1) at a distorted geometry, with properties calculated with ωB97M-V/def2-TZVPD.

Last column: natural (NBO) charge in e.
Cartesian coordinates (Å):
C1 1.1912 0.8197 0.5326  -0.220
C2 -0.2733 1.1638 0.2375  -0.410
C3 -0.9969 -0.0040 -0.3915  -0.266
C4 -1.6374 -2.2314 0.0481  -0.502
N1 -0.7773 -1.2332 0.3696  -0.674
N2 2.1641 1.2082 -0.5243  -0.876
H1 1.5185 1.4145 1.3881  0.152
H2 1.2714 -0.2287 0.8156  0.224
H3 -0.2656 2.0562 -0.4071  0.184
H4 -0.6942 1.5054 1.1824  0.185
H5 -2.0958 0.0510 -0.4972  0.147
H6 -0.6350 -0.1667 -1.4330  0.123
H7 -1.8289 -2.9621 0.8202  0.136
H8 -2.0810 -2.3081 -0.9553  0.098
H9 3.0003 1.6121 -0.1400  0.345
H10 2.3447 0.4431 -1.1580  0.354

Its energy above the lowest of the compared OMol25 structures with the same formula, charge and spin is 13.44 kcal/mol. The HOMO energy (alpha / beta) comes out at 0.52 / -2.68 eV. The calculation puts the total energy at -7287.8775 eV. The value obtained for the lowest unoccupied orbital energy (alpha / beta) is 0.1523 / 0.1521 Ha. As for the spin multiplicity: 2. The total charge is -1. Its expectation value of S² is 0.7535. As for the HOMO-LUMO gap (alpha / beta): 3.62 / 6.82 eV.

***

Below is a molecular structure, C16H19AuN4O2, with properties calculated with ωB97M-V/def2-TZVPD.

Last column: natural (NBO) charge in e.
Cartesian coordinates (Å):
Au1 0.3911 0.2338 -0.0198  0.584
O1 -1.0841 4.0351 -0.6622  -0.680
C1 -0.9789 2.8559 -0.3091  0.607
N1 0.1828 2.2355 -0.0845  -0.677
C2 1.3404 3.0828 -0.2780  -0.265
C3 2.6156 2.5300 0.3093  0.217
C4 3.8304 2.7851 -0.3250  -0.252
C5 5.0036 2.3334 0.2498  -0.168
C6 4.9346 1.6307 1.4434  -0.277
C7 3.6839 1.4198 1.9988  0.043
N2 2.5491 1.8571 1.4571  -0.431
C8 -2.2741 2.0880 -0.0923  0.126
C9 -3.4116 2.5628 -0.7412  -0.212
C10 -4.6183 1.9221 -0.5342  -0.177
C11 -4.6621 0.8433 0.3378  -0.264
C12 -3.4845 0.4540 0.9526  0.014
N3 -2.3114 1.0486 0.7397  -0.429
H1 1.1491 4.0567 0.1866  0.230
H2 1.4975 3.2992 -1.3404  0.192
H3 3.8414 3.3267 -1.2625  0.216
H4 5.9573 2.5196 -0.2276  0.213
H5 5.8237 1.2539 1.9306  0.215
H6 3.5820 0.8720 2.9301  0.188
H7 -3.3138 3.4295 -1.3789  0.247
H8 -5.5159 2.2636 -1.0341  0.215
H9 -5.5866 0.3212 0.5465  0.216
H10 -3.4767 -0.3732 1.6563  0.187
C13 1.1710 -4.3417 0.4429  -0.408
N4 -0.0574 -3.9487 -0.2464  -0.397
C14 -0.9901 -4.9693 -0.7126  -0.408
C15 -0.2689 -2.6394 -0.4131  0.707
C16 -1.5026 -2.1419 -1.1009  -0.725
O2 0.5923 -1.8453 0.0171  -0.681
H11 1.2019 -5.4245 0.5186  0.203
H12 1.2037 -3.9064 1.4404  0.222
H13 2.0452 -3.9904 -0.1033  0.220
H14 -0.5842 -5.9446 -0.4630  0.218
H15 -1.1234 -4.9283 -1.7932  0.209
H16 -1.9626 -4.8763 -0.2294  0.208
H17 -2.1783 -2.9237 -1.4305  0.222
H18 -1.1883 -1.5409 -1.9550  0.262
H19 -2.0230 -1.4659 -0.4205  0.269

Its energy above the lowest of the compared OMol25 structures with the same formula, charge and spin is 4.59 kcal/mol. The HOMO energy comes out at -7.76 eV. The calculation puts the total energy at -30648.2602 eV. The value obtained for the lowest unoccupied orbital energy is 0.0119 Ha. As for the HOMO-LUMO gap: 8.08 eV.

***

Below is a molecular structure, C4H8O2, with properties calculated with ωB97M-V/def2-TZVPD.

Last column: natural (NBO) charge in e.
Cartesian coordinates (Å):
O1 0.9148 1.3817 -1.5855  -0.510
C1 0.7902 0.3038 -1.0555  0.449
C2 -0.1079 0.0280 0.1208  -0.392
C3 0.3105 -1.1947 0.9526  -0.048
O2 -0.7111 -2.0128 0.3672  -0.529
C4 -1.3077 -0.8708 -0.2564  -0.037
H1 0.6710 3.0725 -0.0048  0.018
H2 1.3336 -0.5899 -1.4408  0.109
H3 -0.3413 0.9533 0.6501  0.237
H4 0.6961 3.4977 0.6065  -0.026
H5 0.1709 -1.0741 2.0337  0.183
H6 1.3189 -1.5839 0.7587  0.179
H7 -1.4904 -1.0275 -1.3262  0.183
H8 -2.2437 -0.5676 0.2305  0.183

Its energy above the lowest of the compared OMol25 structures with the same formula, charge and spin is 73.62 kcal/mol. The HOMO energy comes out at -9.94 eV. The calculation puts the total energy at -8370.0891 eV. The value obtained for the lowest unoccupied orbital energy is 0.0301 Ha. As for the HOMO-LUMO gap: 10.76 eV.

***

Below is a molecular structure, C6O6Tl at a distorted geometry, with properties calculated with ωB97M-V/def2-TZVPD.

Last column: Löwdin charge in e.
Cartesian coordinates (Å):
O1 -1.3610 0.1516 -3.5864  0.292
C1 -0.9539 0.1168 -2.5271  0.117
Tl1 -0.1258 -0.0906 -0.1980  0.663
O2 1.4418 2.9441 -0.1571  0.316
C2 0.9002 1.9158 -0.1959  0.061
C3 0.8063 -0.0644 2.0925  0.075
O3 1.2415 -0.0544 3.1655  0.279
C4 1.7949 -0.8846 -0.6284  0.058
O4 2.8513 -1.3601 -0.8342  0.338
C5 -1.7201 0.9112 0.7817  0.058
O5 -2.6070 1.4290 1.3554  0.338
O6 -1.3719 -3.0209 0.4275  0.365
C6 -0.8963 -1.9933 0.3044  0.042

The HOMO energy comes out at -26.65 eV. The calculation puts the total energy at -23158.0367 eV. The value obtained for the lowest unoccupied orbital energy is -0.5481 Ha. The total charge is +3. As for the HOMO-LUMO gap: 11.73 eV.

***

Below is C4H6O2 in the gas phase at a distorted geometry, with properties calculated with ωB97M-V/def2-TZVPD.

Last column: natural (NBO) charge in e.
Cartesian coordinates (Å):
C1 -1.2400 -0.5039 -0.3998  -0.714
C2 -0.5699 -0.3672 0.9660  0.427
O1 -1.0730 -0.9162 1.9391  -0.556
C3 0.5260 0.5570 1.1423  0.002
C4 1.4835 0.4226 -0.9513  -0.035
O2 1.2495 1.0588 0.1409  -0.356
H1 -1.0479 0.3420 -1.0724  0.216
H2 -0.9441 -1.4229 -0.9150  0.228
H3 -2.3117 -0.5697 -0.1963  0.244
H4 0.7014 1.0477 2.0892  0.200
H5 1.9187 0.9952 -1.7561  0.179
H6 1.3074 -0.6434 -0.9865  0.166

Its energy above the lowest of the compared OMol25 structures with the same formula, charge and spin is 86.39 kcal/mol. The HOMO energy (alpha / beta) comes out at -8.43 / -8.15 eV. The calculation puts the total energy at -8336.7151 eV. The value obtained for the lowest unoccupied orbital energy (alpha / beta) is 0.0029 / -0.0224 Ha. As for the HOMO-LUMO gap (alpha / beta): 8.51 / 7.54 eV.

***

Below is 3 unconnected molecules or ions with the total composition C16H27Br2F6N4O10P2S at a distorted geometry, with properties calculated with ωB97M-V/def2-TZVPD.

Last column: natural (NBO) charge in e.
Cartesian coordinates (Å):
C1 1.4385 4.2943 -0.1105  -0.120
C2 1.2843 3.5809 -1.0360  -0.079
C3 0.9792 2.5718 -2.0233  -0.297
N1 0.6475 1.2936 -1.3239  -0.362
C4 1.7397 0.9637 -0.3088  0.088
N2 3.0328 1.2311 -0.8414  -0.842
C5 1.6055 -0.5142 0.1350  -0.197
P1 2.1500 -0.7672 1.8969  0.195
P2 3.9913 -1.9208 1.7195  2.092
O1 3.6837 -3.2766 1.2945  -1.056
O2 4.7075 -1.9378 3.1345  -0.945
O3 4.9690 -1.2324 0.6363  -0.965
O4 0.3015 -1.0439 -0.0229  -0.540
C6 -0.2289 -0.9527 -1.3341  0.077
C7 -1.7501 -0.6923 -1.1943  -0.469
C8 -2.2028 -0.5034 0.2481  -0.451
C9 -3.6121 0.0852 0.2537  0.254
F1 -3.5184 1.3749 -0.2036  -0.355
Br1 -4.8728 -0.9101 -0.8157  0.084
C10 -4.1499 0.1834 1.7034  0.578
F2 -4.3593 -1.0383 2.1993  -0.318
F3 -3.1715 0.7577 2.4490  -0.332
Br2 -5.7112 1.2864 1.8617  0.082
S1 -0.1210 -2.6638 -2.0372  2.044
O5 -0.6983 -3.5080 -1.0402  -0.886
O6 -0.7448 -2.7407 -3.3216  -0.892
C11 1.6609 -3.1905 -2.1384  0.759
F4 1.6363 -4.3046 -2.8819  -0.278
F5 2.1398 -3.4596 -0.9265  -0.267
F6 2.4140 -2.2559 -2.7584  -0.326
C12 0.4725 0.0931 -2.2052  -0.090
C13 -0.2821 0.3739 -3.5085  -0.437
C14 0.6511 0.6294 -4.7054  -0.615
H1 1.3936 4.8849 0.7697  0.248
H2 0.1401 2.9276 -2.6122  0.261
H3 1.8039 2.4329 -2.7100  0.271
H4 -0.2079 1.4630 -0.7886  0.444
H5 1.6039 1.5950 0.5586  0.247
H6 3.6829 1.5233 -0.1310  0.401
H7 3.4113 0.4719 -1.3921  0.384
H8 2.2900 -1.1186 -0.4637  0.214
H9 2.5412 0.5005 2.3892  0.004
H10 4.9091 -1.0404 3.4410  0.503
H11 4.8878 -0.2727 0.6654  0.486
H12 -2.0416 0.1921 -1.7549  0.229
H13 -2.2751 -1.5274 -1.6424  0.275
H14 -2.2503 -1.4393 0.7928  0.264
H15 -1.6108 0.2391 0.7661  0.225
H16 1.4730 -0.1930 -2.5105  0.247
H17 -0.9052 -0.4749 -3.7670  0.273
H18 -0.9576 1.2143 -3.3806  0.216
H19 0.8635 1.6877 -4.8074  0.209
H20 0.1199 0.3252 -5.5999  0.246
H21 1.5535 0.0304 -4.6503  0.214
C15 -5.5669 -4.0620 2.5702  -0.488
N3 -6.8011 -4.8911 2.4972  0.534
O7 -6.7590 -5.9064 1.8385  -0.367
O8 -7.7644 -4.4833 3.1069  -0.374
H22 -4.7913 -4.5413 1.9844  0.228
H23 -5.8058 -3.0815 2.1724  0.231
H24 -5.2835 -3.9974 3.6163  0.235
C16 2.5606 5.7011 4.0236  -0.485
N4 2.6820 4.3531 3.4009  0.536
O9 3.7831 3.9703 3.0763  -0.369
O10 1.6576 3.7119 3.2583  -0.403
H25 3.5489 6.1398 4.0825  0.242
H26 1.9027 6.2941 3.3956  0.236
H27 2.1299 5.5644 5.0105  0.250

The HOMO energy comes out at -12.41 eV. The calculation puts the total energy at -229254.3279 eV. The value obtained for the lowest unoccupied orbital energy is -0.1042 Ha. The total charge is +1. As for the HOMO-LUMO gap: 9.57 eV.

***

Below is a molecular structure, C13H23DyN5OPS3, with properties calculated with ωB97M-V/def2-TZVPD.

Last column: Mulliken spin population.
Cartesian coordinates (Å):
Dy1 -0.2704 0.3491 -0.2668  4.926
S1 0.2419 0.7457 2.3592  0.007
C1 1.8868 0.5817 1.7504  -0.001
C2 3.0156 0.5579 2.5743  0.002
C3 4.2604 0.4258 1.9994  0.000
C4 4.3903 0.3104 0.6134  0.000
C5 3.2419 0.3359 -0.1424  -0.005
N1 2.0253 0.4757 0.4133  0.014
H1 2.8929 0.6448 3.6437  0.000
H2 5.1410 0.4100 2.6277  0.000
H3 5.3545 0.2049 0.1408  0.000
H4 3.2690 0.2565 -1.2223  0.000
C6 -1.6009 -0.4276 -4.5821  0.000
P1 -0.2567 -0.9740 -3.5483  0.008
C7 -0.6966 -2.5708 -2.8706  0.000
C8 1.1989 -1.1760 -4.5570  -0.001
O1 0.0087 0.0450 -2.4155  0.041
H5 -1.8928 -1.2238 -5.2672  0.000
H6 -1.3051 0.4474 -5.1598  0.000
H7 -2.4574 -0.1681 -3.9582  0.000
H8 -0.6093 -3.3347 -3.6448  0.000
H9 -1.7239 -2.5645 -2.5036  0.000
H10 -0.0240 -2.8464 -2.0547  0.000
H11 1.0420 -1.9645 -5.2927  0.000
H12 2.0497 -1.4479 -3.9313  0.000
H13 1.4231 -0.2444 -5.0761  0.000
C9 -1.0019 -2.7988 3.1257  0.000
N2 -2.0252 -1.7623 3.0628  -0.001
C10 -2.6646 -1.1920 4.1424  0.000
C11 -3.5239 -0.2652 3.6636  0.000
N3 -3.3919 -0.2846 2.2937  0.000
C12 -2.4720 -1.1950 1.9347  0.008
S2 -2.0150 -1.6287 0.3254  -0.002
H14 -0.8301 -3.0394 4.1709  0.000
H15 -0.0868 -2.4144 2.6787  0.000
H16 -1.3448 -3.6832 2.5924  0.000
H17 -2.4534 -1.5004 5.1492  0.000
H18 -4.2142 0.3874 4.1637  0.000
H19 -3.9189 0.2608 1.6322  0.000
N4 -0.1713 4.1430 1.3449  0.000
C13 -0.3744 3.7598 0.0991  0.004
N5 0.4294 4.2060 -0.8665  0.000
S3 -1.6799 2.6982 -0.3135  0.001
H20 0.5578 4.7898 1.6043  0.000
H21 -0.7038 3.7073 2.0797  0.000
H22 1.1303 4.9112 -0.6923  0.000
H23 0.1495 4.0522 -1.8201  0.000

Its energy above the lowest of the compared OMol25 structures with the same formula, charge and spin is 0.77 kcal/mol. The HOMO energy (alpha / beta) comes out at -13.49 / -13.50 eV. The calculation puts the total energy at -89223.7290 eV. The value obtained for the lowest unoccupied orbital energy (alpha / beta) is -0.1952 / -0.1939 Ha. As for the spin multiplicity: 6. The total charge is +2. Its expectation value of S² is 9.3315. As for the HOMO-LUMO gap (alpha / beta): 8.18 / 8.22 eV.